[1]
A molecular structure, C36H77MgN6O16 in a non-equilibrium geometry, computed with ωB97M-V/def2-TZVPD.

```
! RIJCOSX wB97M-V def2-TZVPD def2/J DEFGRID3
* xyz 0 2
Mg 1.714 -1.080 1.718
C -0.339 1.140 -0.841
C 0.381 0.236 0.182
O 0.550 -0.974 -0.005
O 0.953 0.723 1.142
H -0.912 0.488 -1.499
H 0.337 1.814 -1.368
H -1.043 1.773 -0.300
C 3.075 1.948 -2.200
O 3.900 2.444 -1.418
N 2.402 2.656 -3.177
C 1.357 1.971 -3.997
C 2.604 4.087 -3.418
H 2.845 0.872 -2.251
H 1.097 0.945 -3.737
H 1.491 2.133 -5.066
H 0.402 2.473 -3.840
H 2.670 4.350 -4.473
H 1.769 4.704 -3.085
H 3.421 4.501 -2.828
C 4.570 -0.475 0.334
O 3.396 -0.760 0.662
N 5.620 -1.115 0.825
C 5.650 -2.216 1.739
C 6.949 -0.737 0.253
H 4.797 0.222 -0.487
H 6.423 -2.904 1.395
H 4.623 -2.574 1.810
H 5.929 -1.858 2.730
H 7.196 -1.377 -0.593
H 6.971 0.222 -0.265
H 7.751 -0.815 0.988
C 2.392 -4.189 1.394
O 2.121 -2.983 1.535
N 1.501 -5.128 1.009
C 1.735 -6.539 1.052
C 0.186 -4.783 0.498
H 3.400 -4.632 1.430
H 1.393 -6.927 0.092
H 1.099 -6.986 1.816
H 2.794 -6.698 1.256
H 0.004 -5.212 -0.488
H -0.607 -5.103 1.174
H 0.121 -3.703 0.368
C -0.651 2.351 3.443
O -1.793 2.049 3.152
N -0.162 2.562 4.661
C 1.110 3.153 4.804
C -1.008 2.624 5.848
H 0.142 2.405 2.681
H 1.090 4.183 5.163
H 1.732 3.190 3.910
H 1.704 2.548 5.489
H -1.291 3.665 6.003
H -1.898 2.020 5.671
H -0.460 2.241 6.709
C -0.496 -1.355 3.909
O 0.198 -1.511 2.903
N -0.718 -2.394 4.706
C -0.175 -3.741 4.422
C -1.379 -2.225 5.976
H -0.866 -0.396 4.302
H 0.291 -3.857 3.444
H -0.849 -4.595 4.485
H 0.676 -3.774 5.102
H -2.125 -3.009 6.104
H -0.791 -2.388 6.879
H -1.821 -1.233 6.063
C 5.527 2.804 2.252
O 6.748 2.807 2.424
N 4.769 3.814 1.788
C 3.276 3.732 1.648
C 5.329 5.047 1.153
H 4.908 1.908 2.416
H 2.933 4.580 2.242
H 2.811 2.799 1.965
H 3.130 3.911 0.583
H 4.889 5.902 1.666
H 6.415 5.073 1.246
H 5.060 5.164 0.103
O -6.201 1.618 -2.586
C -5.220 1.396 -1.904
O -3.893 1.583 -2.355
C -3.700 2.155 -3.638
C -2.195 2.425 -3.810
C -5.463 0.713 -0.580
H -4.282 3.077 -3.614
H -4.124 1.552 -4.441
H -1.584 1.560 -3.551
H -1.744 3.208 -3.201
H -1.953 2.716 -4.832
H -5.867 1.496 0.061
H -4.480 0.460 -0.184
H -6.091 -0.175 -0.652
O -5.472 4.753 -0.697
C -5.573 4.308 0.481
O -4.593 3.809 1.193
C -3.296 3.570 0.567
C -2.372 4.836 0.700
C -6.961 4.195 1.088
H -3.399 3.282 -0.479
H -2.741 2.756 1.035
H -2.212 5.089 1.748
H -2.743 5.760 0.256
H -1.385 4.574 0.319
H -7.049 4.981 1.838
H -7.079 3.266 1.647
H -7.757 4.237 0.345
O -0.010 -2.633 -5.326
C -0.097 -3.715 -4.732
O 0.481 -3.995 -3.572
C 1.220 -2.993 -2.896
C 2.404 -3.649 -2.198
C -1.092 -4.753 -5.146
H 0.557 -2.503 -2.184
H 1.424 -2.121 -3.517
H 2.932 -2.960 -1.539
H 3.241 -3.930 -2.837
H 2.102 -4.550 -1.664
H -0.673 -5.604 -5.683
H -1.849 -4.355 -5.822
H -1.521 -5.085 -4.201
O -5.435 -2.374 -2.771
C -4.554 -2.769 -3.530
O -3.242 -2.899 -3.174
C -2.729 -2.106 -2.127
C -2.575 -3.062 -0.944
C -4.825 -3.442 -4.792
H -3.310 -1.220 -1.873
H -1.720 -1.873 -2.468
H -1.821 -3.843 -1.037
H -3.522 -3.547 -0.706
H -2.283 -2.525 -0.042
H -5.881 -3.433 -5.063
H -4.388 -4.440 -4.755
H -4.342 -2.812 -5.540
*
```

Computed properties:
- <S²> = 0.753
- orbital gap (spin up / spin down) (eV) = 2.80 / 9.30
- maximum force (eV Å⁻¹) = 4.86

---

[2]
A molecular structure, C36H80B5F20HgN4 in a non-equilibrium geometry, computed with ωB97M-V/def2-TZVPD.

```
! RIJCOSX wB97M-V def2-TZVPD def2/J DEFGRID3
* xyz 1 1
Hg 3.656 -0.689 0.059
C 0.965 -4.335 -2.474
C -0.184 -3.320 -2.573
C -0.902 -3.034 -3.908
N -1.934 -1.924 -3.762
C -1.255 -0.550 -3.595
C -2.208 0.553 -3.118
C -3.348 0.134 -2.164
C -3.933 -1.263 -2.403
C -2.856 -2.302 -2.600
C -2.810 -1.925 -5.015
H 0.673 -5.385 -2.513
H 1.534 -4.058 -1.586
H 1.752 -4.274 -3.230
H 0.277 -2.486 -2.037
H -0.962 -3.707 -1.910
H -1.323 -4.011 -4.150
H -0.245 -2.738 -4.724
H -0.556 -0.730 -2.777
H -0.755 -0.402 -4.549
H -1.586 1.298 -2.619
H -2.600 1.111 -3.972
H -2.978 0.176 -1.136
H -4.098 0.924 -2.185
H -4.504 -1.619 -1.543
H -4.651 -1.203 -3.223
H -2.235 -2.105 -1.723
H -3.144 -3.344 -2.707
H -2.185 -1.668 -5.866
H -3.659 -1.251 -4.952
H -3.227 -2.929 -5.041
C -0.049 2.933 -6.281
C 0.688 3.836 -5.284
C 0.087 3.496 -3.925
N 0.659 4.404 -2.817
C 2.183 4.283 -2.725
C 2.736 4.937 -1.500
C 2.099 4.409 -0.214
C 0.554 4.473 -0.245
C 0.056 3.802 -1.535
C 0.082 5.819 -2.964
H 0.160 1.888 -6.056
H 0.211 3.253 -7.288
H -1.127 3.083 -6.186
H 0.693 4.878 -5.599
H 1.722 3.526 -5.126
H 0.373 2.482 -3.642
H -1.000 3.576 -3.868
H 2.503 3.241 -2.814
H 2.653 4.780 -3.575
H 3.810 4.773 -1.592
H 2.552 6.008 -1.630
H 2.364 3.376 0.024
H 2.484 5.070 0.564
H 0.118 3.975 0.616
H 0.335 5.537 -0.117
H 0.319 2.744 -1.568
H -1.035 3.855 -1.573
H 0.641 6.273 -3.780
H 0.246 6.451 -2.099
H -0.928 5.526 -3.231
C -3.778 -2.406 2.294
C -2.808 -3.629 2.414
C -1.639 -3.724 1.465
N -0.780 -4.982 1.653
C -1.458 -6.198 1.060
C -0.447 -7.352 0.902
C 0.915 -7.029 0.427
C 1.546 -5.858 1.165
C 0.641 -4.593 1.181
C -0.544 -5.249 3.143
H -3.328 -1.441 2.520
H -4.560 -2.515 3.043
H -4.161 -2.467 1.273
H -3.479 -4.490 2.403
H -2.419 -3.523 3.429
H -1.025 -2.823 1.510
H -2.061 -3.781 0.457
H -1.833 -5.938 0.071
H -2.234 -6.416 1.787
H -0.926 -8.205 0.414
H -0.281 -7.885 1.849
H 0.871 -6.811 -0.650
H 1.453 -7.972 0.305
H 2.459 -5.473 0.704
H 1.828 -6.089 2.191
H 0.440 -4.133 0.213
H 1.023 -3.775 1.790
H -1.461 -5.350 3.723
H -0.020 -4.472 3.701
H 0.025 -6.158 3.308
C -1.167 5.567 7.275
C -0.652 4.515 6.294
C -1.249 4.639 4.856
N -1.035 3.455 3.923
C -1.505 2.112 4.562
C -1.791 0.976 3.587
C -2.492 1.326 2.315
C -1.768 2.563 1.671
C -1.820 3.727 2.627
C 0.460 3.256 3.605
H -2.247 5.735 7.298
H -0.742 6.554 7.069
H -0.942 5.431 8.333
H -0.990 3.597 6.781
H 0.432 4.495 6.395
H -0.999 5.553 4.320
H -2.336 4.653 4.962
H -2.456 2.506 4.934
H -0.898 1.845 5.421
H -2.370 0.196 4.086
H -0.916 0.445 3.200
H -3.507 1.725 2.404
H -2.462 0.500 1.607
H -2.130 2.891 0.693
H -0.739 2.339 1.378
H -2.824 4.011 2.942
H -1.310 4.584 2.187
H 1.023 3.244 4.534
H 0.791 4.015 2.898
H 0.608 2.297 3.108
B 0.749 -0.319 0.443
F -0.042 -0.861 1.477
F 1.761 0.445 0.982
F 1.391 -1.259 -0.334
F 0.024 0.573 -0.334
B 3.401 -1.532 2.976
F 2.870 -2.041 1.781
F 2.605 -0.515 3.547
F 3.615 -2.524 3.894
F 4.629 -0.916 2.570
B 4.906 -3.404 -0.265
F 5.482 -2.097 -0.058
F 5.430 -3.941 -1.433
F 5.153 -4.203 0.852
F 3.527 -3.308 -0.466
B 5.472 1.769 0.613
F 6.125 1.939 1.839
F 5.931 0.693 -0.124
F 4.106 1.505 0.939
F 5.587 2.925 -0.155
B 3.278 -0.122 -2.807
F 3.954 0.801 -3.599
F 4.196 -1.048 -2.231
F 2.785 0.565 -1.642
F 2.228 -0.768 -3.447
*
```

Computed properties:
- orbital gap (eV) = 8.83
- maximum force (eV Å⁻¹) = 3.03